Computed, not measured: the molecule C6H6, with wB97M-V/def2-TZVPD.

Cartesian coordinates (Å):
C (2.16399, -0.73036, 0.37032)
C (0.96283, -0.70010, 0.43903)
C (-0.43890, -0.23886, 0.45210)
C (-1.29377, -0.85402, -0.66552)
C (-0.22714, 1.21314, 0.29733)
C (0.28620, 2.29198, 0.15339)
H (3.22669, -0.77571, 0.32048)
H (-0.89929, -0.45019, 1.42700)
H (-0.83537, -0.64913, -1.63644)
H (-1.36879, -1.93804, -0.53573)
H (-2.29997, -0.42402, -0.65602)
H (0.72351, 3.25530, 0.03406)

Results
HOMO, eV: -9.584
Kohn-Sham gap, eV: 10.569
E_tot, eV: -6315.0470
LUMO level, eV: 0.985
Strongest force on any atom, eV/Å: 0.66